(1)
Molecular formula: C3Cl2NO2
Method: DFT, ωB97M-V with the def2-TZVPD basis set

The value obtained for the highest occupied orbital energy is -4.30 eV. The energy relative to the best compared isomer or geometry (same formula, charge and spin) comes out at 24.4 kcal/mol. The max |F| comes out at 3.813 eV/A. Its SMILES is O=C([O-])N=C=C(Cl)Cl. For the total energy, the calculation gives -1239.954513 hartree. The HOMO-LUMO gap is 7.596 eV. The lowest unoccupied orbital energy comes out at 3.30 eV. The spin multiplicity is 1. Its total charge is -1.

Element x y z (Å)
1 O 2.8027 1.0486 0.4628
2 C 1.9172 0.2736 0.5259
3 O 1.5254 -0.7690 0.9386
4 N 0.6664 0.8550 -0.4070
5 C -0.4113 0.3700 -0.5223
6 C -1.3947 -0.5100 -0.3252
7 Cl -2.6675 -0.0809 0.9533
8 Cl -2.4383 -1.1873 -1.6262

***

(2)
Molecular formula: C4H12N2O
Method: DFT, ωB97M-V with the def2-TZVPD basis set

The value obtained for the highest occupied orbital energy is -8.24 eV. The energy relative to the best compared isomer or geometry (same formula, charge and spin) comes out at 46.2 kcal/mol. The max |F| comes out at 2.611 eV/A. Its SMILES is C=C(C)N.NCO. For the total energy, the calculation gives -344.311345 hartree. The HOMO-LUMO gap is 9.168 eV. The lowest unoccupied orbital energy comes out at 0.93 eV. The spin multiplicity is 1. Its total charge is 0.

Element x y z (Å)
1 C -2.4286 1.5848 -0.0246
2 C -1.4170 0.9465 0.6528
3 C -0.6874 1.5974 1.7926
4 N -0.9428 -0.3292 0.3796
5 H -3.0532 1.1230 -0.7490
6 H -2.6021 2.6524 0.1049
7 H -0.9304 2.6772 1.9148
8 H -1.0073 1.0489 2.7046
9 H 0.3795 1.4776 1.7429
10 H -0.3659 -0.7325 1.0888
11 H -1.5919 -0.9835 -0.1397
12 N 2.1848 -1.8843 -0.3045
13 C 1.9585 -1.2072 -1.6526
14 O 0.5586 -0.8790 -1.8814
15 H 1.8303 -2.8889 -0.3483
16 H 3.1810 -1.7943 -0.1328
17 H 2.4386 -0.2379 -1.5539
18 H 2.3569 -1.6798 -2.5631
19 H 0.1385 -0.4910 -1.0313

***

(3)
Molecular formula: C21H23AsHgN3O4S3
Method: DFT, ωB97M-V with the def2-TZVPD basis set

The value obtained for the highest occupied orbital energy (alpha / beta) is 0.50 / -2.15 eV. The energy relative to the best compared isomer or geometry (same formula, charge and spin) comes out at 6.6 kcal/mol. The max |F| comes out at 1.345 eV/A. For the total energy, the calculation gives -4863.011173 hartree. The expectation value of S² is 0.77. The HOMO-LUMO gap (alpha / beta) is 3.883 / 6.536 eV. The lowest unoccupied orbital energy (alpha / beta) comes out at 4.39 / 4.39 eV. The spin multiplicity is 2. Its total charge is -2.

Element x y z (Å)
1 Hg 0.1319 -0.4361 -0.2345
2 O 1.1106 -4.3656 0.8276
3 C 1.1071 -3.2543 0.2872
4 O 0.8917 -2.1484 0.9277
5 C 1.3689 -3.1234 -1.1733
6 C 2.0667 -4.1368 -1.8112
7 C 2.3325 -4.0611 -3.1654
8 C 1.8086 -2.9590 -3.8991
9 C 1.9511 -2.8474 -5.2890
10 C 1.4244 -1.7652 -5.9841
11 C 0.7395 -0.7778 -5.2907
12 C 0.5795 -0.8635 -3.9147
13 C 1.1057 -1.9404 -3.1800
14 N 0.9319 -1.9967 -1.8253
15 H 2.3970 -4.9714 -1.2078
16 H 2.9119 -4.8236 -3.6736
17 H 2.4818 -3.6307 -5.8217
18 H 1.5463 -1.6976 -7.0600
19 H 0.3264 0.0701 -5.8252
20 H 0.0304 -0.0988 -3.3824
21 S -0.6937 1.5894 -1.4640
22 C -2.2439 2.0608 -0.7656
23 C -3.2237 2.3970 -1.7295
24 N -3.9810 2.6986 -2.5471
25 C -2.5271 2.1871 0.5738
26 S -1.4401 2.0467 1.9093
27 C -3.8684 2.5012 0.9329
28 N -4.9462 2.7634 1.2477
29 C -0.1361 4.3443 0.2281
30 As 0.9270 2.7003 0.6759
31 C 2.4201 3.2356 -0.4910
32 C 1.6008 3.3506 2.4047
33 O 1.3044 1.0516 0.8238
34 H 0.5820 5.1573 0.3648
35 H -0.9765 4.4875 0.9010
36 H -0.4775 4.3312 -0.8039
37 H 2.7495 4.2607 -0.3100
38 H 2.1175 3.1350 -1.5338
39 H 3.2430 2.5469 -0.3029
40 H 2.1498 4.2866 2.2850
41 H 2.2684 2.5781 2.7846
42 H 0.7826 3.4936 3.1100
43 O -1.6991 -1.1691 1.0900
44 S -1.3518 -2.0724 2.2479
45 C -0.2767 -1.1768 3.4366
46 C -1.1340 -0.5194 4.5037
47 C -2.3176 -1.4519 4.7385
48 C -2.8373 -1.7680 3.3479
49 H 0.3158 -0.4724 2.8532
50 H 0.3828 -1.9479 3.8370
51 H -1.4973 0.4354 4.1223
52 H -0.5613 -0.3333 5.4172
53 H -3.0864 -0.9821 5.3586
54 H -1.9832 -2.3707 5.2325
55 H -3.3378 -0.9078 2.9034
56 H -3.4912 -2.6395 3.3130